{"formula": "C33H46BBr2KN6O2PS3", "method": "ωB97M-V/def2-TZVPD", "total_energy_ev": -246890.0325, "total_charge": -1, "gap_ev": 6.30, "species": ["K", "C", "N", "C", "C", "N", "B", "N", "C", "C", "N", "C", "C", "S", "C", "S", "H", "H", "H", "H", "H", "H", "H", "H", "H", "H", "H", "H", "O", "S", "O", "N", "C", "C", "C", "C", "C", "C", "C", "C", "N", "C", "C", "C", "C", "C", "C", "C", "H", "H", "H", "H", "H", "H", "H", "H", "H", "H", "H", "Br", "C", "Br", "H", "H", "C", "C", "C", "P", "C", "C", "C", "C", "C", "C", "H", "H", "H", "H", "H", "H", "H", "H", "H", "H", "H", "H", "H", "H", "H", "H", "H", "H", "H", "H", "H"], "xyz": [[-0.015634, 0.687306, 0.662354], [-2.013248, -3.283861, 2.001971], [-0.594037, -3.387403, 1.911230], [0.312741, -3.589384, 2.922877], [1.531165, -3.666697, 2.337157], [1.392194, -3.520136, 0.988067], [2.495896, -3.781258, -0.066231], [2.704235, -2.514781, -0.937057], [2.808046, -2.527998, -2.296472], [3.199957, -1.304537, -2.720985], [3.329562, -0.516692, -1.603719], [3.792434, 0.837520, -1.574081], [3.007145, -1.276007, -0.517364], [3.045748, -0.714011, 1.054467], [0.090140, -3.313230, 0.733576], [-0.679905, -2.998239, -0.712332], [-2.308907, -3.137125, 3.036617], [-2.489143, -4.178239, 1.591927], [-2.328171, -2.431191, 1.398679], [-0.005715, -3.666126, 3.943834], [2.498030, -3.819545, 2.772569], [2.132350, -4.662041, -0.788489], [3.512673, -4.026478, 0.515913], [2.593337, -3.419340, -2.848572], [3.410294, -0.926060, -3.701100], [3.474863, 1.359924, -2.476226], [4.885543, 0.865128, -1.504838], [3.373486, 1.337109, -0.699921], [2.432496, 4.631126, 1.515165], [1.159366, 3.942220, 1.484638], [-0.018635, 4.784924, 1.577391], [0.986769, 2.815713, 0.349483], [1.099706, 3.201034, -0.939656], [1.458441, 4.496928, -1.317292], [1.569688, 4.875224, -2.645525], [1.325644, 3.988875, -3.666811], [0.975332, 2.667129, -3.355954], [0.758236, 1.688566, -4.350893], [0.437548, 0.408092, -3.994862], [0.302185, 0.112576, -2.630119], [0.488806, 0.996013, -1.680694], [0.841027, 2.255554, -1.995646], [1.189732, 3.000600, 3.022434], [0.683581, 3.650635, 4.136065], [0.803380, 3.073965, 5.390307], [1.416666, 1.832895, 5.523445], [1.935555, 1.193940, 4.407076], [1.845713, 1.792654, 3.158273], [1.670539, 5.210731, -0.538575], [1.855278, 5.894806, -2.873852], [1.402280, 4.288313, -4.703909], [0.854946, 1.967488, -5.393607], [0.278158, -0.362172, -4.737199], [0.017015, -0.881361, -2.307080], [0.213683, 4.611195, 3.984248], [0.426313, 3.598663, 6.259389], [1.507084, 1.382416, 6.503471], [2.424270, 0.233284, 4.492578], [2.317334, 1.329560, 2.304942], [-1.317126, -0.144702, 3.432336], [-1.945667, 1.377334, 4.474701], [-2.457280, 2.883593, 3.370112], [-1.128345, 1.690200, 5.124308], [-2.818820, 1.046882, 5.033567], [-3.466671, -0.286527, -3.365577], [-4.142871, -0.429659, -2.003846], [-5.653203, -0.251606, -2.143148], [-3.177043, 0.579108, -0.740178], [-4.280247, 0.599393, 0.806471], [-5.458804, 1.555619, 0.963210], [-4.706451, -0.829453, 1.144783], [-3.138545, 2.323290, -1.440845], [-2.413830, 3.210397, -0.433074], [-4.418256, 2.984242, -1.945519], [-3.799306, -1.077766, -4.037100], [-2.385950, -0.359070, -3.263087], [-3.709771, 0.668540, -3.826995], [-3.950420, -1.453973, -1.656431], [-5.908687, 0.739491, -2.505405], [-6.167950, -0.416069, -1.202127], [-6.032846, -0.981451, -2.861335], [-3.545153, 0.902288, 1.563512], [-6.222220, 1.404457, 0.204630], [-5.129663, 2.591686, 0.941157], [-5.920259, 1.376873, 1.936828], [-5.651934, -1.073355, 0.668754], [-4.837132, -0.946377, 2.220022], [-3.957574, -1.544744, 0.817081], [-2.464331, 2.199494, -2.302929], [-3.023805, 3.424112, 0.442401], [-2.133667, 4.163420, -0.879438], [-1.491508, 2.732997, -0.103799], [-5.184827, 3.015024, -1.180810], [-4.812248, 2.468529, -2.816676], [-4.195714, 4.008555, -2.240454]], "atomic_forces_ev_per_a": [[-0.59, -1.95, 1.28], [-0.37, 0.10, -0.12], [0.68, 0.19, -0.19], [0.33, -0.20, 0.33], [0.01, -0.18, 0.61], [-0.41, -0.08, 0.06], [-0.14, 0.32, 0.07], [0.07, 0.33, -0.10], [0.11, 0.04, -0.56], [0.11, -0.28, -0.30], [-0.37, -0.72, 0.05], [0.22, 0.42, 0.12], [0.24, 0.22, -0.08], [0.01, 0.27, 1.05], [-0.32, -0.10, 0.06], [-0.34, 0.17, -1.01], [0.02, -0.03, 0.11], [-0.06, 0.05, 0.03], [-0.05, -0.13, 0.11], [0.09, 0.00, 0.17], [0.12, 0.02, 0.08], [0.00, -0.23, -0.25], [0.23, -0.12, 0.22], [-0.06, -0.13, -0.14], [-0.05, 0.03, -0.17], [-0.02, -0.06, -0.01], [-0.10, 0.05, 0.04], [0.04, -0.02, -0.06], [0.12, 0.06, -0.30], [-0.22, -0.69, 0.46], [-0.03, 0.16, -0.07], [0.68, 1.08, 1.37], [0.23, 0.90, -0.69], [-0.09, -0.29, 0.14], [-0.06, -0.02, -0.62], [0.15, 0.41, -0.06], [-0.08, -0.19, 0.37], [-0.08, -0.23, 0.03], [0.03, 0.31, -0.24], [-0.14, -0.05, 0.17], [0.13, -0.27, -0.84], [0.20, 0.65, -0.62], [0.04, 0.10, -0.38], [-0.08, 0.17, 0.03], [0.10, 0.11, -0.08], [0.08, -0.01, 0.05], [-0.01, 0.02, 0.07], [0.10, 0.01, -0.11], [0.04, 0.14, -0.13], [-0.01, 0.03, -0.03], [0.04, 0.01, -0.05], [0.02, 0.04, -0.03], [0.00, -0.04, 0.02], [0.04, -0.15, 0.05], [-0.09, 0.05, 0.12], [-0.02, -0.02, 0.03], [0.01, -0.06, 0.02], [0.03, -0.04, 0.03], [-0.02, -0.10, -0.18], [-0.28, 0.12, 0.47], [-0.11, -0.04, -0.08], [0.03, -0.30, 0.20], [-0.19, -0.08, -0.26], [0.16, 0.05, -0.15], [0.07, -0.10, 0.19], [0.16, 0.01, 0.26], [0.18, -0.05, 0.11], [-0.72, 0.13, -0.08], [0.38, 0.22, -0.13], [0.19, -0.05, -0.02], [0.20, 0.11, -0.08], [0.00, -0.31, 0.05], [0.12, -0.14, -0.13], [0.20, -0.16, -0.05], [-0.03, -0.05, -0.08], [0.13, 0.01, -0.10], [0.02, 0.14, -0.06], [-0.04, 0.07, -0.04], [-0.08, 0.10, -0.03], [-0.11, 0.02, 0.05], [-0.06, -0.03, -0.06], [-0.07, -0.06, -0.06], [-0.08, 0.02, -0.13], [-0.07, 0.10, -0.03], [-0.06, 0.04, 0.08], [-0.09, -0.11, -0.08], [-0.03, 0.00, 0.12], [-0.03, -0.18, -0.03], [-0.04, 0.00, 0.12], [-0.08, -0.03, 0.10], [0.04, 0.09, -0.03], [0.01, 0.22, 0.12], [-0.17, 0.03, 0.07], [-0.10, -0.01, -0.07], [0.01, 0.17, -0.06]], "lowdin_charge": [0.43, -0.11, -0.15, -0.08, -0.10, -0.02, -0.49, -0.01, -0.08, -0.08, -0.13, -0.04, -0.76, 0.64, -0.79, 0.60, 0.07, 0.09, 0.02, 0.10, 0.11, 0.07, 0.07, 0.11, 0.11, 0.09, 0.10, 0.06, -0.31, 0.58, -0.34, -0.24, -0.32, -0.04, -0.09, -0.08, -0.18, -0.02, -0.06, -0.17, 0.01, -0.20, -0.28, -0.12, -0.11, -0.11, -0.08, -0.11, 0.08, 0.10, 0.10, 0.11, 0.11, 0.05, 0.10, 0.11, 0.10, 0.11, 0.01, 0.68, -0.94, 0.71, -0.03, 0.00, -0.12, -0.55, -0.11, 1.09, -0.55, -0.12, -0.13, -0.54, -0.13, -0.10, 0.08, 0.05, 0.07, 0.09, 0.06, 0.04, 0.08, 0.02, 0.06, 0.05, 0.08, 0.06, 0.08, 0.04, 0.09, 0.04, 0.09, 0.02, 0.05, 0.05, 0.08]}